ORCA calculation (ωB97M-V/def2-TZVPD) on 3 unconnected molecules or ions with the total composition C39H77IN2O11P3S at a distorted geometry.

Its charge is +1. Its energy above the lowest of the compared OMol25 structures with the same formula, charge and spin is 532.3 kcal per mole. As for the HOMO-LUMO gap: 7.17 eV. The maximum force is 9.96 eV/A. Its HOMO energy is -10.65 eV.

Each line ends with the Löwdin charge.
Positions of all 134 atoms, in Å:
H  1.3722  2.6929  5.9258  0.09
C  -2.7286  -4.5346  -10.1492  -0.20
H  -0.6155  5.4518  13.9716  0.06
H  2.8136  2.2447  6.8737  0.09
H  -2.0783  0.6752  -7.8728  0.14
C  0.2701  -2.0180  -1.0312  -0.07
H  -2.1385  -2.5853  -6.0060  0.11
C  -2.4478  -2.2079  -8.6782  -0.21
I  -5.6090  2.2057  -3.1115  0.88
H  3.9335  5.0198  12.4904  0.08
H  -1.3303  1.2780  10.0277  0.07
H  1.6328  -3.2383  -11.4403  0.11
C  -1.2907  -1.5678  1.2558  0.00
O  2.3291  -2.1891  7.3386  -0.23
C  2.5859  1.1533  5.0187  -0.32
H  2.3149  -3.4643  5.0315  0.11
H  1.8724  -1.4940  3.6247  0.05
H  -0.3324  -1.5941  -5.0792  0.13
H  -2.8806  -1.8747  -9.7352  0.12
O  0.4642  3.2310  10.1891  -0.22
N  1.3174  -0.5575  -2.8262  -0.11
H  -2.2708  5.9804  14.2952  0.08
O  -0.3983  1.9133  -7.4376  -0.09
O  1.2508  -0.4853  0.9260  -0.09
H  -0.4950  1.2125  -3.5631  0.16
C  -0.4159  -4.2498  -11.4289  -0.22
H  -3.8509  -0.5937  -7.8725  0.09
O  -1.3451  4.1914  11.6049  -0.24
O  -0.3387  2.1266  12.1409  -0.23
H  2.9095  -0.7469  9.1567  0.10
H  -2.4333  2.1920  -6.8133  0.13
C  -1.4841  0.4086  -5.5760  -0.26
H  4.4624  0.0505  9.3503  0.12
C  -2.1067  4.4595  12.7680  -0.30
C  -2.4321  -2.5081  0.5418  -0.07
C  2.7022  -2.1531  3.3563  -0.09
H  2.0207  -2.6890  -2.4719  0.12
C  -4.1694  0.4837  -5.2485  -0.19
H  4.2759  -2.9394  8.6864  0.07
C  3.1596  -2.9488  4.5647  -0.30
H  1.7272  3.4392  -6.7129  0.10
C  3.9610  -0.7862  8.8529  -0.31
H  1.2457  1.3347  10.5333  0.11
H  2.1359  6.5575  11.8130  0.12
C  -2.8214  -0.4501  -5.1826  -0.23
C  -0.2077  -0.6016  -5.7299  -0.13
C  1.9736  -0.7872  -4.1689  -0.25
H  -2.1217  3.5840  13.4241  0.11
H  -2.6931  -0.7595  -4.0365  0.16
H  -2.7349  1.2474  -2.7643  0.14
C  -1.5793  5.6754  13.5068  -0.08
C  1.4712  -4.2595  -9.4061  -0.16
H  2.3600  -2.8185  2.5607  0.08
C  2.0149  1.8621  6.2323  -0.09
H  2.5489  -1.4435  -1.1595  0.13
H  -1.6444  -6.1802  -11.3887  0.11
H  1.4127  1.1780  6.8401  0.05
H  1.7615  -5.1359  -11.5518  0.12
C  0.7401  1.9102  9.7506  -0.31
C  -3.8394  1.8642  -4.4285  -0.69
H  2.4819  -3.6751  -9.1975  0.08
H  -3.3004  4.4066  -3.6928  0.03
H  3.1230  -0.4771  -4.1834  0.13
P  -2.3761  3.5296  -2.9631  0.36
H  3.1062  1.8758  4.3828  0.12
H  -0.9125  2.5686  -4.8029  0.09
H  -0.2081  -0.9804  -6.8576  0.12
H  -1.4264  6.5156  12.8211  0.09
H  -3.4544  -2.6813  1.0865  0.08
C  -0.8451  -2.9938  -1.7361  -0.04
H  0.6355  -3.7350  -8.7592  0.05
H  -0.9473  -3.1992  -11.3233  0.11
C  4.6229  -2.0869  9.2754  -0.07
H  1.5927  5.6293  13.2151  0.10
H  3.8774  -3.7108  4.2452  0.12
H  -1.4176  -4.1993  -8.1876  0.09
C  -0.4369  3.3821  -7.4275  -0.29
C  -1.3040  1.5486  -4.3738  -0.12
N  -2.5712  1.8396  -3.6079  -0.31
H  -3.2889  -4.2043  -7.9482  0.11
O  3.8160  -2.1226  5.5088  -0.23
H  4.4314  -2.2930  10.3330  0.08
H  -1.3851  -1.0533  2.3164  0.10
H  2.8373  3.6330  12.4033  0.07
H  1.0578  5.1755  -7.0119  0.11
H  0.4947  4.1734  -5.4064  0.07
C  -0.5337  1.2278  9.2813  -0.07
H  1.7718  0.3146  -2.4192  0.12
C  1.6663  -1.7341  -1.8956  -0.19
H  -0.4651  -4.5493  -12.5780  0.12
H  1.9414  -0.2043  -6.3702  0.13
O  4.0931  -0.5925  7.4536  -0.22
C  0.1230  -1.2981  0.4446  -0.16
H  -5.0876  -0.0808  -4.7551  0.10
H  -0.8004  -5.8565  -9.7067  0.11
C  1.8672  5.5548  12.1589  -0.32
O  0.7355  5.1365  11.4104  -0.21
H  -0.5928  -3.4735  -2.7973  0.10
H  -3.0654  -3.9364  -1.4363  0.08
H  -3.9270  -2.4210  -5.4451  0.13
C  -1.3420  -5.3308  -10.6144  -0.22
P  0.1686  3.5482  11.7959  0.73
C  -1.6568  1.3094  -6.9752  -0.10
H  5.7067  -2.0266  9.1250  0.08
H  -1.0586  4.0664  -3.1889  0.01
H  1.7843  0.7040  4.4254  0.10
H  -3.8832  2.7647  -5.2088  0.11
H  -0.9192  1.7223  8.3825  0.08
H  1.6498  -5.3692  -9.0066  0.09
H  -3.5474  -5.3937  -10.0333  0.11
C  -3.5369  -1.6766  -7.5602  -0.21
H  3.2802  4.4779  10.9229  0.09
H  -0.3446  0.1764  9.0436  0.08
C  -2.2557  -3.2552  -0.9306  -0.07
O  3.5235  0.1482  5.3744  -0.20
P  2.8932  -1.0852  6.4109  0.73
C  3.0500  4.6217  11.9823  -0.09
H  -1.4027  -1.7003  -8.5376  0.09
H  -4.5095  0.7923  -6.3249  0.13
O  -1.2958  4.1679  -8.0808  0.00
H  -3.1247  -3.7925  -10.9633  0.11
H  1.1702  0.4786  0.6604  0.12
H  -3.1354  4.6501  12.4461  0.12
C  1.1721  -4.2496  -11.0193  -0.26
C  0.7693  4.1311  -6.5433  -0.01
H  1.9621  -1.9298  -4.5148  0.13
C  -3.0440  -1.8445  -6.0063  -0.15
C  1.2608  0.0410  -5.4198  -0.17
S  -2.7927  3.6908  -1.0701  0.18
H  -4.5040  -2.3612  -7.7066  0.13
H  3.5113  -1.5231  2.9719  0.09
H  1.4402  1.9808  8.9117  0.09
H  1.2965  1.2033  -5.2994  0.10
C  -2.4209  -3.8509  -8.6840  -0.21

=====

ORCA calculation (ωB97M-V/def2-TZVPD) on a molecular structure, C39H78O13 at a distorted geometry.

Its energy above the lowest of the compared OMol25 structures with the same formula, charge and spin is 1692.3 kcal per mole. As for the HOMO-LUMO gap: 7.36 eV. The maximum force is 13.81 eV/A. Its HOMO energy is -7.48 eV.

Each line ends with the Löwdin charge.
Positions of all 130 atoms, in Å:
C  0.9986  3.9974  2.2060  -0.40
H  -0.5494  -0.0136  3.2231  0.08
C  1.2744  -0.3648  2.8330  -0.26
O  0.4871  -1.2493  -0.8249  -0.09
H  -0.5206  2.9195  1.2792  0.09
H  -1.9415  -3.5051  2.3977  0.05
H  -4.0442  -1.6223  3.1333  0.08
H  -4.1700  1.0777  0.7417  0.12
H  1.6935  5.9799  2.5834  0.09
O  -1.1274  -1.8459  4.4144  0.09
H  -0.1153  -1.9980  3.3233  0.08
H  1.5235  0.9992  -6.1953  0.09
H  -2.3194  0.0311  3.4002  0.15
H  0.1059  0.2231  -5.6472  0.09
H  2.7969  0.1527  1.3316  0.06
H  3.2437  2.3829  -3.0393  0.12
C  5.2751  0.7383  -2.1515  0.04
H  2.0105  -1.1429  -2.9413  0.10
H  0.9738  -2.8639  -2.2632  0.11
H  1.1850  1.7773  -0.6230  -0.01
C  2.7404  -0.1769  2.3690  0.01
C  -1.9908  -1.6007  3.6234  -0.45
H  2.8351  -4.4283  -0.1303  0.12
H  0.4365  3.8509  0.0390  0.04
C  3.7310  0.5736  -2.2580  -0.38
H  1.6090  -0.7624  -5.8364  0.10
H  -0.7361  -2.0842  0.7625  0.08
H  -1.5911  -5.1986  2.1198  0.11
C  -1.1838  -4.2767  2.5349  0.05
H  2.1368  0.8022  0.6203  0.10
H  2.3582  -2.0107  -2.0195  0.09
H  0.1942  -1.5896  1.5696  0.06
H  2.2903  0.4818  -1.1127  0.05
H  3.3022  0.5953  2.8944  0.10
O  0.7590  0.5577  3.4368  -0.03
C  -0.0352  2.0798  -2.7814  0.04
H  -4.0999  2.9412  -1.1891  0.12
O  1.2589  3.0084  -1.0327  -0.13
H  1.5493  -4.0643  0.9337  0.05
H  0.5549  5.7336  1.1501  0.07
O  -2.8398  -2.7769  0.3032  0.07
H  -3.3244  -3.2462  -2.0762  0.11
C  0.1998  3.0807  -1.6966  -0.29
C  -1.1160  -2.7560  -2.8410  -0.40
H  -1.1270  -0.4147  -0.3914  0.08
C  -2.7811  -1.8838  -0.5359  -0.32
O  1.4760  3.3948  3.1651  0.01
C  2.9765  1.8728  -2.1138  -0.09
H  -1.2488  -0.7502  1.0410  -0.01
C  1.2727  -0.3434  -3.0088  -0.12
H  -4.0821  -1.7262  -2.2174  0.12
C  0.0692  -3.7082  1.9065  -0.39
H  -2.0515  -1.2375  -4.1950  0.13
H  3.4152  2.4524  -1.3016  0.13
H  -3.2624  1.5038  -1.9179  0.11
H  1.0319  2.3561  0.7637  0.09
C  0.5032  -0.1877  -0.2131  -0.21
C  2.4949  -2.3074  0.0516  -0.26
C  1.5703  0.5964  -4.1435  -0.39
H  -2.2566  -2.0016  1.5177  0.07
H  -3.6304  -3.0166  4.1397  0.09
H  -3.6929  2.4807  1.7473  0.12
O  -1.9355  2.7872  2.5856  0.02
H  1.3599  -2.4245  2.5366  0.11
C  -0.5343  0.0477  0.8383  -0.23
H  -1.8561  3.5228  -1.4937  -0.03
H  -0.2367  -3.5702  -0.2177  0.08
H  -0.0898  -2.2717  -0.9781  -0.05
C  1.1899  0.1979  -5.5359  0.02
O  -1.2406  2.1685  -0.0595  -0.08
H  -2.4855  3.1002  -1.8868  0.03
H  -0.5980  1.9639  5.3216  0.11
H  0.9592  -2.4846  0.5309  0.05
O  3.1932  -0.4733  -2.5042  -0.18
C  -3.3329  1.6602  1.1266  0.01
C  -3.1300  -2.1817  -1.9452  -0.03
H  -1.6785  0.3716  1.8422  0.03
C  0.8158  5.4774  2.1769  0.00
C  -1.4631  0.4881  2.9043  -0.13
H  0.5490  1.9166  4.0099  0.05
H  -2.6554  0.1043  -1.0446  0.10
C  -0.0391  -2.9113  0.6279  -0.15
H  1.4365  0.2057  -2.0816  0.05
H  0.0653  0.2212  1.7318  0.12
H  5.5944  1.7646  -2.3332  0.08
C  0.4620  3.2648  0.9576  -0.03
H  -0.9174  -4.3351  3.5902  0.11
H  -2.2798  -1.8625  -2.5480  0.00
H  -3.7355  -1.3690  4.8784  0.09
H  0.2335  -0.6211  -3.1850  0.02
H  -0.3585  -1.4024  -4.3715  0.09
C  -1.3308  1.9148  3.2045  -0.31
H  -2.7036  1.0424  1.7671  0.05
C  3.0118  -1.6530  -1.2240  -0.05
H  -1.0448  0.9832  0.6094  0.05
O  2.3213  -1.6884  1.1114  -0.12
C  1.9921  -3.7477  -0.0106  -0.03
H  -0.1063  5.7368  2.6971  0.09
H  -1.9086  -0.2597  1.9719  -0.07
H  -0.2522  3.3942  4.3404  0.09
C  -1.7162  -1.3144  2.1687  -0.29
C  -1.1456  -1.4226  -3.6177  -0.04
H  5.8097  0.0958  -2.8511  0.09
H  0.4373  1.1194  -2.5757  0.05
H  -1.0021  -0.6141  -2.9008  0.08
H  5.5379  0.5053  -1.1197  0.09
O  2.1134  1.6865  -3.9890  -0.05
C  -0.0203  -2.9539  -1.8253  -0.05
H  3.0986  -0.5665  -1.2217  0.04
H  1.1832  -3.9195  -0.7207  0.06
H  -0.6820  -1.4619  1.8578  -0.02
C  1.6066  0.8152  -0.3320  -0.01
C  0.5994  -1.6449  2.5800  -0.09
H  -0.8285  4.5741  -0.4093  0.10
H  -1.0975  1.8583  -2.8841  0.10
C  -3.4640  -1.9490  3.9963  0.04
C  -0.9217  4.0706  -1.3715  0.00
C  -2.2053  -0.5242  -0.2762  -0.05
H  0.2166  2.5433  -3.7353  0.13
C  -2.4974  2.1137  -0.0636  -0.32
O  1.1289  -3.9895  2.4246  0.04
H  -0.9061  4.8704  -2.1118  0.12
H  1.9005  1.7662  -1.9764  0.03
H  3.9940  -2.0136  -1.5298  0.15
H  -2.4643  -0.2344  0.7422  0.08
C  -0.4202  2.3178  4.3061  -0.01
H  -0.1536  -3.9594  -1.4263  0.10
C  -3.1522  2.4266  -1.3483  0.01
H  3.2639  -1.1323  2.4049  0.12
O  -1.9798  -3.6279  -2.9936  0.00

=====

ORCA calculation (ωB97M-V/def2-TZVPD) on a molecular structure, C39H79F3NbO30 at a distorted geometry.

Its charge is -1. As for the HOMO-LUMO gap: 6.56 eV. The maximum force is 2.26 eV/A. Its HOMO energy is -4.83 eV.

Each line ends with the Löwdin charge.
Positions of all 152 atoms, in Å:
H  0.0883  3.2033  -3.8673  0.07
C  2.0483  2.6964  6.7619  -0.03
H  9.5407  -0.0231  -1.6102  0.09
O  9.4900  -0.2238  2.0905  0.11
C  2.0092  -2.6818  -8.0871  -0.63
O  -5.5745  4.8468  -4.1750  0.01
H  -5.9144  -2.2844  6.4399  0.09
O  4.4769  -10.2508  9.2152  0.00
H  1.3389  -8.8132  5.2351  0.09
H  -0.0878  4.8455  -3.3181  0.09
H  3.1995  -1.0254  -0.8829  0.05
H  -6.8212  2.0811  -6.5239  0.10
O  0.7154  2.0628  3.8958  -0.02
C  -1.9373  -4.4875  5.9878  -0.03
C  -5.7487  6.2598  -4.3045  -0.03
H  -6.6099  0.9376  -5.1683  0.09
C  9.7264  -0.1715  -0.5512  -0.04
H  -3.0058  2.6430  -2.0561  0.09
H  5.6170  -11.9078  9.2621  0.09
H  0.6459  1.1515  2.0115  0.09
C  -0.9626  1.9378  -1.8274  -0.23
C  -2.6622  1.1552  -3.5649  -0.10
C  5.2230  -11.2423  8.5006  -0.04
H  6.0331  -10.7802  7.9398  0.10
O  -3.9035  -2.3784  -2.8487  0.01
H  8.0950  1.2682  3.8012  0.09
O  4.2918  1.3666  6.2609  0.12
H  2.8407  0.2444  0.3913  0.00
C  3.4078  -0.0252  -0.4937  -0.14
H  -2.6598  -4.3382  6.7826  0.09
C  2.5997  -7.4149  8.4888  -0.02
O  -0.0903  -5.5118  4.3799  0.13
C  -2.7172  -3.1829  -2.9166  -0.02
O  -4.1540  9.2668  -10.2116  0.00
H  -1.8130  4.9310  3.8553  0.10
H  3.9373  -3.9685  -9.3118  0.09
O  -7.2552  4.5563  -5.6571  0.11
H  -2.7239  -2.3645  2.4146  0.11
H  1.8746  -7.8225  7.7874  0.08
F  1.5154  1.4267  -4.9349  -0.04
H  5.6034  -0.4972  7.5644  0.10
H  2.2970  4.0900  -3.7988  0.03
H  2.9471  -4.1351  -10.7895  0.09
O  -4.7708  -2.4691  2.7864  0.01
H  -1.3790  4.0526  -1.6669  0.09
H  4.5763  -11.7862  7.8147  0.10
H  0.4461  -0.2969  -6.6159  0.09
C  2.9274  -4.0742  -9.7050  -0.06
H  1.7761  1.6595  -0.7994  -0.04
H  0.6480  -7.9779  3.8113  0.10
O  -0.3459  3.7453  4.7336  -0.02
C  0.2976  3.8604  -3.0178  -0.32
C  -6.6131  -1.8741  -0.7369  -0.03
O  0.0470  -7.3382  5.6999  -0.02
H  -2.0896  9.3251  -9.9562  0.10
H  -0.3742  1.4292  -2.5981  0.08
C  4.2139  0.8534  -1.1049  -0.41
O  3.2486  -8.4721  9.2097  0.01
H  -2.1402  1.7862  -4.2867  0.07
C  3.9554  1.5343  7.4049  -0.63
H  2.6083  3.4154  6.1671  0.10
H  1.7384  0.4644  3.2410  0.09
C  -4.4452  8.5226  -9.1431  -0.63
H  1.6839  1.8989  6.1223  0.08
O  2.4833  -3.3688  -7.2187  0.12
H  -2.0871  -3.0023  -2.0483  0.10
O  -5.9155  -1.6932  4.4454  0.00
H  5.2569  0.9852  -1.3399  0.01
C  5.8273  0.3857  8.1604  -0.04
C  -2.9303  10.0023  -10.0929  -0.04
C  1.8166  3.9670  -2.8138  -0.39
H  -2.2338  0.1522  -3.6249  0.06
C  -6.4044  4.1216  -4.9184  -0.62
H  -2.8332  10.5485  -11.0260  0.09
H  -6.9455  6.5899  -8.6120  0.10
O  1.2759  -1.5958  -7.9348  0.01
H  -0.7022  1.4422  -0.8906  0.08
H  2.0263  4.8604  -2.2230  0.01
H  2.0992  -6.8118  9.2392  0.10
H  -5.2676  6.2447  -8.1287  0.10
O  7.4423  0.7122  1.9073  0.01
Nb  3.0424  2.2538  -2.0470  1.16
C  8.5827  0.2268  1.4340  -0.63
H  6.3351  1.1030  3.5412  0.09
H  1.2139  3.1867  7.2523  0.09
O  4.6276  1.0982  8.4765  0.00
C  -6.0035  7.0281  -8.2992  -0.04
H  -5.2512  -0.6673  6.1280  0.10
H  -7.3923  -1.1428  -0.9277  0.09
F  3.3427  0.3130  -4.5428  -0.06
C  -0.4323  -6.1407  5.3471  -0.63
H  2.0138  -0.9484  -6.0868  0.08
O  -6.1422  2.8361  -4.7098  0.00
H  -7.0070  -0.9536  5.9639  0.09
O  2.8705  2.1748  7.8215  0.01
O  8.5569  0.3197  0.1064  0.01
H  -2.9778  10.6890  -9.2500  0.10
C  -4.7487  -2.2381  4.0888  -0.62
O  0.1027  3.7498  2.5180  0.14
H  -8.0060  2.0541  -5.1985  0.09
C  1.0682  -1.1823  -6.5645  -0.02
H  -5.0146  6.7146  -3.6473  0.10
H  9.8725  -1.2281  -0.3330  0.10
H  -2.2097  -2.8637  -3.8207  0.09
C  -0.9800  5.0149  4.5509  -0.04
H  -6.0995  -1.6488  0.1962  0.09
C  3.9080  -9.3292  8.4365  -0.63
H  -3.7551  -3.1530  1.1839  0.07
H  -5.5725  6.5725  -5.3315  0.08
C  1.0497  -7.8547  4.8149  -0.04
C  1.3559  1.3821  2.8032  -0.02
H  -1.1785  -3.7085  6.0100  0.10
H  3.3311  -6.8153  7.9500  0.10
C  -0.5025  3.4051  -1.7848  -0.23
C  0.1571  3.2290  3.5961  -0.62
H  6.5178  1.0224  7.6099  0.09
C  -4.6734  -2.5927  -1.7949  -0.62
H  2.1757  1.9681  2.3915  0.10
H  -6.7532  6.5508  -4.0009  0.10
H  6.2531  0.1011  9.1176  0.09
H  -3.7249  1.1086  -3.8090  0.05
O  2.1442  -2.9202  -9.4042  -0.01
H  -2.8881  1.0092  -1.4317  0.09
O  -5.5920  7.8861  -9.3714  0.00
H  -6.1472  7.6017  -7.3861  0.09
C  -6.9558  1.9259  -5.4550  -0.03
H  -0.2702  5.7475  4.1707  0.10
H  10.6062  0.3864  -0.2345  0.09
C  7.3108  0.6765  3.3317  -0.03
H  1.9090  -7.1876  4.7843  0.10
H  -2.9777  -4.2381  -2.9711  0.10
O  -5.7157  -1.7645  -1.8489  0.01
H  -7.0328  -2.8770  -0.6827  0.10
H  -2.4342  -4.4758  5.0235  0.07
O  -4.4752  -3.3990  -0.9173  0.10
O  -1.3414  -5.7728  6.2430  0.00
H  0.1177  3.5510  -0.8977  0.08
O  -3.8356  -2.4727  4.8416  0.11
F  1.5117  -0.1878  -3.4723  -0.06
H  4.6181  2.7786  -2.8994  -0.11
C  2.2703  0.9150  -3.8833  -0.55
O  -3.7822  8.4452  -8.1419  0.12
H  0.5618  -1.9746  -6.0164  0.09
H  2.4751  -4.9700  -9.2817  0.09
H  -1.3350  5.3040  5.5361  0.09
C  -2.4485  1.7055  -2.1532  -0.25
C  -3.5631  -3.0361  2.2442  -0.01
C  -6.0180  -1.3832  5.8379  -0.04
H  7.3638  -0.3491  3.6931  0.10
O  3.9804  -9.2876  7.2347  0.12
H  -3.3544  -4.0016  2.7016  0.09
H  3.5070  3.4918  -0.7907  -0.11